[1]
57
Properties=species:S:1:pos:R:3:forces:R:3 method="wB97M-V/def2-TZVPD" e_above_lowest_kj_mol=0.0 total_charge=0 spin_multiplicity=1
C -23.8439 -35.0535 15.9524 -0.24 0.79 -0.05
O -24.1498 -34.2681 14.7996 0.45 -0.22 0.14
H -23.6684 -34.3307 16.7495 -0.23 -0.16 0.18
H -24.7085 -35.6797 16.1785 0.18 -0.18 0.30
H -22.9243 -35.6471 15.9071 -0.12 -0.10 -0.47
H -24.4077 -34.8737 14.0887 -0.10 -0.04 0.05
C -21.2312 -36.3744 20.7124 -0.22 0.03 0.35
C -22.0697 -37.5315 20.2057 -0.44 -0.01 -0.94
C -23.5529 -37.1816 20.1929 -0.15 -0.12 0.67
O -23.8224 -36.1888 19.2252 -0.07 -0.24 0.16
C -25.1074 -35.6274 19.3533 -0.26 0.81 -0.46
N -21.6772 -37.9163 18.8301 0.06 0.56 -0.47
H -21.5570 -35.4576 20.2185 0.12 0.00 -0.08
H -20.1762 -36.5432 20.5024 0.06 0.02 0.09
H -21.3648 -36.2322 21.7880 0.10 -0.02 -0.02
H -22.0046 -38.4281 20.8270 0.32 0.14 0.21
H -23.8494 -36.8392 21.1974 0.10 0.11 -0.10
H -24.1537 -38.0827 20.0048 0.06 0.04 -0.23
H -25.0840 -34.6806 19.9078 0.14 -0.20 0.27
H -25.8573 -36.2785 19.8071 0.19 -0.24 0.01
H -25.4488 -35.3494 18.3546 -0.04 -0.18 -0.01
H -22.3314 -37.4876 18.1757 -0.30 -0.30 0.20
H -20.8432 -37.3973 18.5621 0.27 -0.37 0.34
C -27.2616 -38.5634 12.9155 0.02 -0.33 0.28
C -26.6120 -37.2071 13.1374 -0.70 -0.05 -0.41
C -25.2426 -37.1656 12.4878 -0.21 -0.97 0.59
O -24.6710 -35.9038 12.6828 0.45 0.28 -0.19
C -23.4330 -35.7748 12.0053 0.26 -0.13 -0.42
N -27.5317 -36.1866 12.6031 0.37 -0.24 0.51
H -27.2849 -38.8108 11.8514 -0.13 -0.04 0.02
H -28.2728 -38.5450 13.3188 -0.10 0.11 -0.22
H -26.7633 -39.3769 13.4497 0.26 0.12 -0.15
H -26.5212 -37.0756 14.2186 0.12 0.32 -0.03
H -25.3201 -37.4353 11.4245 -0.03 0.33 -0.06
H -24.6355 -37.9607 12.9544 0.19 0.22 -0.06
H -23.6021 -35.9031 10.9306 0.12 0.04 0.01
H -22.7029 -36.5226 12.3347 -0.15 -0.10 0.06
H -22.9887 -34.7976 12.1833 -0.29 0.11 0.12
H -27.6721 -36.3739 11.6164 -0.02 0.19 -0.05
H -27.1012 -35.2755 12.7079 -0.07 0.07 -0.21
C -23.9562 -30.1093 13.8733 -0.40 0.23 -0.75
C -23.0212 -30.7333 12.8330 0.02 -0.68 0.48
C -21.9309 -29.7772 12.3933 -0.81 0.65 -0.42
O -21.3784 -29.1134 13.5105 0.29 -0.16 0.09
C -20.1698 -28.4430 13.2312 0.15 0.25 -0.11
N -22.4192 -31.9815 13.3297 0.28 0.19 -0.43
H -24.7494 -30.8042 14.1504 0.25 -0.24 0.18
H -24.4972 -29.2562 13.4446 0.31 0.18 0.16
H -23.3714 -29.8018 14.7350 -0.17 0.06 0.15
H -23.5849 -30.9735 11.9264 -0.01 -0.09 0.04
H -22.4162 -29.0247 11.7451 0.17 0.01 0.04
H -21.1914 -30.2921 11.7746 0.17 -0.14 0.28
H -19.3236 -28.9941 13.6496 0.04 -0.05 -0.15
H -20.1636 -27.4404 13.6673 -0.22 -0.12 0.19
H -20.0299 -28.2950 12.1558 0.07 -0.17 0.01
H -23.1112 -32.6910 13.5384 -0.10 0.16 0.26
H -21.9207 -31.7779 14.1886 -0.03 -0.12 0.05


[2]
60
Properties=species:S:1:pos:R:3:forces:R:3 method="wB97M-V/def2-TZVPD" e_above_lowest_kj_mol=568.1 total_charge=0 spin_multiplicity=1
O -0.5105 -0.0707 -1.4335 -1.22 0.43 1.44
H -0.7592 -0.6776 -2.1528 -0.39 -0.93 -1.69
H -0.2444 -0.7725 -0.7441 1.56 0.32 0.53
H -1.3619 0.2487 -0.9893 0.49 0.40 -0.86
C 0.5306 -2.3286 0.3258 0.72 -3.43 -1.54
O -0.1671 -2.8253 -0.6129 -0.14 -0.43 1.74
O 1.2320 -3.0651 1.2376 -2.16 -4.96 0.60
O 0.8669 -1.1841 0.4032 -0.10 4.68 0.05
H 0.8354 -4.0655 1.2783 1.43 3.62 -0.41
C 1.3963 3.2143 3.2729 -1.25 -2.30 2.02
C 1.2669 1.7227 2.7842 0.77 0.28 1.72
C 0.2567 0.8136 3.5875 -0.21 6.86 1.01
O 0.2412 1.1539 5.0043 0.03 -1.35 -1.25
C 1.0929 0.2965 5.7473 -1.47 5.12 3.97
N 1.1142 1.6556 1.3836 0.72 1.71 0.05
H 0.3272 3.6022 3.2160 1.58 0.46 -0.43
H 2.2471 3.6375 2.6696 -1.30 0.19 0.90
H 1.5467 3.0907 4.4458 0.22 0.80 -2.48
H 2.2184 1.2906 2.9345 1.41 -0.52 0.65
H 0.4566 -0.1126 3.3493 1.06 -5.22 -0.67
H -0.7062 1.0752 3.1936 -0.91 0.06 -0.03
H 1.0027 0.7446 6.8965 0.73 -0.36 -2.63
H 2.0862 0.4156 5.4597 1.74 -0.63 -0.56
H 0.6693 -0.5673 6.0599 -0.94 -3.61 -0.53
H 1.4185 0.8340 0.9581 0.44 -1.71 -0.53
H 0.1740 1.7751 1.2269 -2.64 0.16 -1.20
C 0.7952 -0.6970 -4.8918 2.85 -0.84 -2.42
C 0.9443 -1.9299 -3.9875 -1.27 0.92 1.22
C 2.1430 -1.8199 -2.9520 -1.22 -0.29 -2.64
O 3.3134 -1.7458 -3.7950 -3.83 0.11 -0.63
C 4.4144 -1.5132 -3.0966 -0.45 4.13 2.85
N -0.3673 -2.1474 -3.3068 -1.41 -2.55 1.66
H 1.7612 -0.6591 -5.5119 -1.10 -0.42 0.50
H 0.9267 0.2830 -4.4794 -0.85 0.46 1.03
H 0.0210 -0.7478 -5.6893 0.10 -0.03 1.04
H 0.9707 -2.8238 -4.5457 1.40 -0.78 -1.21
H 2.3011 -2.7474 -2.4382 -0.60 -0.44 0.91
H 1.9033 -0.9715 -2.2772 0.88 -0.22 -0.28
H 4.7693 -2.3281 -2.5346 -0.28 -0.86 2.35
H 4.3881 -0.3593 -2.6773 0.35 -3.02 -0.05
H 5.1402 -1.5299 -3.7546 3.95 0.68 -3.74
H -0.2263 -2.8028 -2.4425 -0.11 1.67 -1.56
H -1.0013 -2.8051 -3.9030 1.48 1.94 0.98
C -2.8474 -0.6308 1.1754 0.85 -0.87 0.19
C -3.7040 0.1290 0.1459 -1.04 0.73 3.22
C -3.4393 1.6664 0.1808 3.24 -1.66 6.50
O -1.9962 1.7909 0.0526 1.00 0.93 -1.66
C -1.5505 3.2008 -0.0648 -1.43 1.69 0.61
N -3.4968 -0.2948 -1.1885 2.31 2.95 0.12
H -2.7170 -0.0334 2.1504 -0.28 -1.27 -1.46
H -1.8887 -0.9235 0.7449 0.52 0.72 0.26
H -3.2257 -1.6965 1.2904 -0.22 1.45 0.50
H -4.6872 -0.2098 0.6182 0.18 1.46 -1.23
H -3.5888 2.1866 1.2892 -0.62 -1.33 -2.85
H -3.8673 2.1335 -0.5837 -2.21 2.27 -3.01
H -2.1657 3.8963 -0.8481 1.75 -2.16 1.15
H -0.4202 3.4992 0.0584 -2.03 -1.62 -1.00
H -1.9595 3.5848 0.8683 0.02 0.57 0.32
H -3.9918 0.2771 -1.8242 -0.50 0.91 -0.78
H -3.8816 -1.1320 -1.2839 -1.59 -4.89 -0.75


[3]
61
Properties=species:S:1:pos:R:3:forces:R:3 method="wB97M-V/def2-TZVPD" total_charge=+1 spin_multiplicity=1
Ag 0.5879 0.3429 0.3534 -0.87 -0.71 0.07
C 0.9966 -1.5794 -4.2040 0.63 -1.98 -1.81
C 0.1822 -0.9233 -3.1733 -0.39 0.95 1.04
C -1.2739 -1.4501 -3.1645 -0.30 -0.37 -0.45
O -2.0918 -0.8650 -2.1691 0.23 -0.29 0.56
C -3.5050 -0.8957 -2.3303 -0.10 -0.28 -1.14
N 0.8583 -1.0912 -1.8672 -0.93 0.29 0.42
H 1.9738 -1.1333 -4.3887 -0.04 0.14 0.34
H 0.5798 -1.7607 -5.1947 -0.53 0.72 -0.14
H 1.1437 -2.6186 -3.9099 0.41 -0.14 0.35
H 0.2605 0.1547 -3.3146 -0.72 0.23 -0.31
H -1.2640 -2.5372 -3.0860 0.30 -0.38 0.68
H -1.8041 -1.3667 -4.1132 0.49 0.72 -0.51
H -3.8031 0.0663 -2.7471 -0.39 0.10 0.49
H -4.0499 -1.2166 -1.4425 0.45 0.61 0.45
H -3.8768 -1.6173 -3.0578 0.56 -0.33 -0.37
H 1.8392 -0.8668 -1.9540 0.11 -0.17 -0.11
H 0.7520 -2.0320 -1.5155 0.10 -0.18 0.11
C 4.6167 -1.1981 1.8822 0.82 0.08 -0.29
C 3.4026 -0.3316 1.5417 0.53 -0.56 -0.55
C 3.6514 0.6157 0.3221 0.68 -0.76 1.25
O 2.5540 1.4566 0.0647 0.59 0.95 -0.60
C 2.9159 2.4540 -0.9172 0.07 0.06 0.14
N 2.3146 -1.2782 1.3191 -1.49 0.57 -0.45
H 4.3739 -2.2237 1.6043 0.21 -0.04 0.24
H 4.8581 -1.1695 2.9448 0.04 -0.04 -0.09
H 5.5153 -0.9731 1.3078 0.15 0.34 0.12
H 3.2097 0.3227 2.3919 -0.49 -0.03 -0.07
H 3.9955 0.1121 -0.5813 -0.36 -0.54 -0.25
H 4.5377 1.1743 0.6232 0.01 0.56 0.08
H 3.7201 3.0820 -0.5340 0.16 -0.12 0.11
H 2.1027 3.1341 -1.1709 -0.37 -0.45 0.40
H 3.2488 1.9840 -1.8426 0.06 -0.19 -0.03
H 2.6373 -2.0919 0.8154 0.14 0.18 -0.48
H 1.9160 -1.7052 2.1430 -0.05 0.50 0.45
C -0.9656 1.6338 4.8406 1.87 -0.41 0.44
C -0.4186 0.7539 3.6960 -0.86 -0.07 2.47
O -0.5928 1.4361 2.4947 -0.07 -0.28 -0.67
H -1.0616 0.9223 5.6609 -0.58 0.37 0.34
H -1.8922 2.1422 4.5742 -0.13 -0.24 0.12
H -0.2287 2.3672 5.1682 -0.16 0.28 -0.11
H -1.1183 -0.0700 3.8365 0.26 -0.84 -1.04
H 0.5882 0.3851 3.8923 0.07 0.32 -0.36
H -1.5129 1.6365 2.6815 -0.36 0.83 -1.25
C -2.1043 3.5587 -0.8271 -0.68 -1.17 -0.03
C -2.4366 2.0528 -1.0481 -0.31 1.95 0.48
O -1.2544 1.2955 -0.9930 0.02 0.40 -0.01
H -2.0633 3.7673 0.2420 0.28 0.14 -0.07
H -2.9401 4.1169 -1.2491 0.22 0.35 0.00
H -1.1591 3.7926 -1.3170 -0.16 0.16 0.02
H -3.0283 1.9651 -1.9593 0.64 -0.29 -0.50
H -3.1743 1.7722 -0.2964 0.11 -0.38 0.50
H -1.2971 0.6771 -1.7261 -0.07 -0.67 0.12
C -2.0559 -1.9017 1.2695 4.29 -1.23 -0.05
O -0.8595 -1.7545 0.9829 -0.29 0.48 -0.58
N -2.8990 -1.0022 1.6141 -2.36 4.33 0.56
N -2.5817 -3.0755 1.4597 -1.00 -4.16 0.00
H -3.8143 -1.3577 1.8506 -0.05 1.20 -0.23
H -2.6976 -0.0641 1.2986 -0.49 0.04 0.24
H -2.0176 -3.9017 1.3211 -0.30 0.16 0.21
H -3.4907 -3.1221 1.8976 0.38 -0.75 -0.24


[4]
67
Properties=species:S:1:pos:R:3:forces:R:3 method="wB97M-V/def2-TZVPD" total_charge=+1 spin_multiplicity=1
Be -1.2377 -2.0033 3.6851 1.59 2.27 -3.72
Be 0.1433 -0.2848 0.6066 -0.71 -0.16 1.07
C 2.0424 0.2367 3.6013 0.17 0.33 -0.59
O 1.0324 -0.6030 3.0895 -0.98 -0.67 -0.82
H 1.8333 1.3064 3.5949 -0.59 0.13 0.00
H 2.4728 0.0384 4.5828 -0.63 -0.64 0.43
H 2.9240 0.1553 2.9654 0.27 -0.20 -0.49
C -3.1382 0.7873 2.0671 0.32 -1.09 0.14
O -1.8263 0.3685 2.2944 1.37 -1.20 0.64
H -3.0935 1.4249 1.1842 -0.77 0.19 -0.18
H -3.7914 -0.0734 1.9234 -0.24 -0.10 -0.81
H -3.6075 1.2503 2.9352 0.34 0.70 0.16
C -1.6450 -3.6291 0.4027 0.24 1.38 1.56
O -0.8972 -2.6621 1.1546 0.16 1.10 1.49
H -2.2939 -3.1139 -0.3055 0.32 -0.17 -0.62
H -0.9165 -4.3394 0.0115 -0.60 -0.22 -0.53
H -2.3568 -4.0935 1.0851 0.12 -0.59 -0.08
C -1.7371 4.4606 0.8298 1.63 0.84 -0.22
C -0.9556 3.4867 -0.1740 -2.56 -0.94 1.41
O -0.5457 2.3251 0.6007 1.42 -0.16 -0.41
O -0.9754 5.6308 1.2482 -0.59 -1.11 -0.36
H -1.9893 3.8460 1.6939 0.30 -0.05 0.28
H -2.7058 4.8662 0.5378 0.00 -0.53 -0.97
H -0.1495 3.7954 -0.8396 0.02 0.48 0.67
H -1.7556 3.0794 -0.7923 -0.04 0.27 -0.63
H -1.1870 2.1131 1.2829 -0.17 -0.03 0.32
H -1.5514 6.3565 0.9968 0.37 0.33 0.16
C 3.5988 0.6909 -0.5467 -0.96 -0.91 -0.24
C 4.7354 1.5703 -0.0207 -1.74 0.36 -2.30
O 4.5031 2.8160 -0.8304 0.79 -1.10 1.60
O 2.2600 1.2046 -0.3362 0.01 -0.90 1.01
H 3.6181 -0.3375 -0.1862 -0.04 0.10 0.95
H 3.5936 0.4758 -1.6153 1.00 0.69 -0.38
H 5.6665 1.0607 -0.2685 0.16 0.33 0.02
H 4.6615 1.7263 1.0556 -0.05 0.43 -0.19
H 5.2367 2.8860 -1.4457 0.07 0.13 -0.03
H 2.2300 2.1427 -0.5378 0.12 0.23 -0.05
C -4.2227 1.2976 -2.0720 -0.82 0.91 -0.46
C -4.0443 1.5867 -3.5618 0.69 -0.14 0.13
O -2.6365 1.8144 -3.6963 0.04 0.19 -0.15
O -3.6564 0.0853 -1.6987 0.25 -1.01 0.45
H -5.2610 1.4660 -1.7865 -0.39 -0.66 -0.03
H -3.6983 1.9937 -1.4174 0.23 0.51 -0.53
H -4.6469 2.3815 -4.0014 0.08 0.55 0.63
H -4.3124 0.7426 -4.1973 -0.14 -0.58 0.33
H -2.4363 2.0859 -4.5951 0.11 0.01 -0.09
H -3.9544 -0.6740 -2.2049 -0.42 0.15 -0.21
C 2.5040 -5.1244 1.3736 1.04 1.65 2.28
C 2.6532 -3.7378 2.2453 1.06 -0.36 -1.16
O 3.7743 -2.9276 1.7735 -0.56 -0.38 -0.91
O 1.7619 -4.9948 0.2196 -0.45 0.37 -1.10
H 2.1025 -5.8740 2.0556 -0.22 -0.11 0.09
H 3.4793 -5.4811 1.0426 0.13 0.24 0.26
H 2.9178 -3.7764 3.3020 -0.72 -1.28 0.20
H 1.7295 -3.1683 2.1427 -0.26 0.00 -0.10
H 3.9408 -2.2600 2.4430 -0.05 0.04 0.03
H 0.8773 -4.6586 0.3809 0.03 0.10 0.35
C -0.7184 -0.8235 -2.5341 2.32 0.14 -1.40
C 0.7807 -1.3588 -2.5089 -0.57 0.90 0.01
O 1.1906 -1.7157 -1.2014 -1.50 0.28 1.95
O -0.9293 0.3556 -1.8038 1.48 -0.85 1.92
H -1.3806 -1.6645 -2.3284 -0.24 0.17 0.29
H -0.8068 -0.4677 -3.5606 -0.31 -0.80 -0.48
H 1.5383 -0.6402 -2.8217 -0.55 0.50 -0.57
H 0.8294 -2.2107 -3.1871 -0.12 -0.19 0.09
H 2.0919 -2.0370 -1.1232 0.16 -0.09 -0.15
H -1.6622 0.8252 -2.2086 -0.42 0.20 -0.01


| no. | calculated total energy (Ha) | Kohn-Sham gap (eV) |
| --- | --- | --- |
| 1 | -982.65109 | 9.51 |
| 2 | -1208.18676 | 8.85 |
| 3 | -1260.03222 | 9.36 |
| 4 | -1525.57343 | 4.79 |